16
Properties=species:S:1:pos:R:3:lowdin_charge:R:1 method="wB97M-V/def2-TZVPD" spin_multiplicity=1 e_above_lowest_kj_mol=335.8 largest_force_ev_per_a=2.66
C 0.4071 -0.2281 -0.3336 -0.4757
C 1.0100 -1.2102 0.6349 -0.0020
C 1.3541 0.5353 -1.2225 -0.0055
C -1.3148 1.0401 0.0855 -0.3647
C -2.1769 0.1318 0.9563 -0.1814
O -0.7850 -0.4913 -0.8129 -0.0572
O -1.6141 1.9776 -0.5887 0.1064
O -1.8261 -0.3053 2.0153 0.0890
H -0.1499 0.9381 0.5845 0.1781
H -3.1426 -0.1017 0.4785 0.1479
H 1.3050 -2.0921 0.0579 0.1059
H 1.8075 -0.1737 -1.9190 0.1038
H 1.8964 -0.8071 1.1228 0.0907
H 0.2716 -1.5180 1.3711 0.0802
H 0.8145 1.2935 -1.7900 0.0933
H 2.1432 1.0112 -0.6399 0.0913